Below is C19H19IN2O3Re as an isolated structure, with properties calculated with ωB97M-V with the def2-TZVPD basis set.

Geometry (Å):
C -2.2580 1.1474 0.0711
C -1.5033 2.1776 0.6309
H -3.0606 1.5985 -0.5388
H -2.6556 0.6716 1.0008
H -1.9828 0.1678 -0.4283
H -0.4881 2.5091 0.2848
H -2.0994 3.0399 0.3824
H -1.3922 2.0796 1.7230
C -0.5382 -1.6652 -2.4293
C -0.2394 -2.4984 -3.5080
C 1.0402 -2.4625 -4.0700
C 2.0184 -1.6054 -3.5661
H -1.5018 -1.5902 -1.9203
H -0.9991 -3.1702 -3.8908
H 1.3147 -3.1188 -4.8978
H 3.0465 -1.5357 -3.9361
N 0.4354 -0.8152 -1.9543
C 1.6994 -0.7784 -2.4862
C 2.6121 0.2185 -1.8962
N 2.0744 1.0073 -0.9179
C 2.7618 1.9959 -0.2645
C 4.6517 1.4375 -1.6361
C 4.0866 2.2164 -0.6172
H 2.1692 2.5401 0.4783
H 4.6682 2.9720 -0.0924
C 3.9250 0.4461 -2.2981
H 4.3081 -0.2178 -3.0874
H 5.6998 1.5626 -1.9196
Re 0.1286 0.8153 -0.8432
I -0.6617 2.3314 -2.7742
O -2.2752 -2.9237 2.2569
C -2.2187 -1.7298 2.8732
C -3.3360 -1.2971 3.6206
C -3.2712 -0.0659 4.2787
C -2.1136 0.7050 4.2321
C -1.0275 0.3170 3.4478
C -1.0780 -0.8862 2.7260
C -0.2253 -1.1464 1.5255
O -0.1192 -2.3028 1.0321
O 0.3466 -0.0880 1.0146
H -1.4112 -2.9699 1.7308
H -4.2060 -1.9311 3.6596
H -4.1427 0.2717 4.8388
H -2.0537 1.6449 4.7940
H -0.1281 0.9251 3.3709

## Properties
Frontier orbital gap (spin up / spin down), eV: 5.4 / 4.1
Highest occupied orbital energy (spin up / spin down), eV: -13.43 / -13.42
Multiplicity: 4
Total charge: +2

Partial charges, natural (NBO), in e: -0.689, -0.603, 0.282, 0.325, 0.244, 0.193, 0.295, 0.290, 0.108, -0.194, -0.077, -0.168, 0.245, 0.278, 0.272, 0.254, -0.468, 0.179, 0.178, -0.476, 0.086, -0.076, -0.193, 0.247, 0.280, -0.167, 0.258, 0.272, 1.389, 0.013, -0.660, 0.450, -0.293, -0.140, -0.269, -0.169, -0.323, 0.782, -0.638, -0.773, 0.504, 0.250, 0.242, 0.237, 0.221

=====

Below is a 2-piece molecular cluster, C5H9FO overall, with properties calculated with ωB97M-V with the def2-TZVPD basis set.

Geometry (Å):
C -0.7360 0.5830 0.2898
C -1.9131 0.1844 -0.1853
C -0.1012 1.3830 1.2554
C -2.2580 -0.9443 -1.0827
C 1.9004 -0.3871 -0.3471
O 0.6753 -0.6824 -0.7297
F -2.9829 0.6874 0.4046
H 0.9751 1.1210 1.0465
H -0.3358 1.3092 2.3723
H -0.0686 2.4291 1.0974
H -3.1182 -0.6987 -1.7375
H -1.4550 -1.2297 -1.7396
H -2.5895 -1.8813 -0.6064
H 2.7094 -0.5986 -1.1578
H 2.2705 -0.9677 0.5135
H 2.1944 0.5834 -0.0394

## Properties
Frontier orbital gap, eV: 8.8
Highest occupied orbital energy, eV: -9.02
ΔE to the lowest compared entry with this formula, charge and spin, kJ/mol: 453.9
Multiplicity: 1
Total charge: 0

Partial charges, natural (NBO), in e: 0.286, 0.344, -0.751, -0.683, -0.244, -0.602, -0.314, 0.278, 0.251, 0.245, 0.227, 0.263, 0.238, 0.179, 0.133, 0.150

=====

Below is a 11-piece molecular cluster, C51H81F8N3O27 overall, with properties calculated with ωB97M-V with the def2-TZVPD basis set.

Geometry (Å):
C -4.9175 -2.4575 2.2326
C -3.7010 -2.6710 3.2196
C -3.5876 -1.4252 4.1079
C -3.7914 -3.8834 4.2340
C -3.8419 -5.2648 3.5672
C -2.4714 -5.4375 2.8376
C -2.1298 -4.2437 1.8628
C -0.6081 -4.1896 1.7243
C -2.8678 -4.5285 0.4810
N -2.4533 -2.8974 2.4667
O -2.1413 -1.8370 1.6541
H -4.6370 -1.9063 1.3350
H -5.4374 -3.3457 1.8736
H -5.7588 -1.9051 2.6510
H -4.5721 -1.2444 4.5393
H -2.7618 -1.5893 4.8002
H -3.4162 -0.5696 3.4547
H -2.9603 -3.8041 4.9348
H -4.5727 -3.6704 4.9636
H -4.1012 -6.1547 4.1408
H -4.6601 -5.1186 2.8620
H -2.5792 -6.4311 2.4027
H -1.6100 -5.4350 3.5054
H -0.1960 -5.1742 1.5035
H 0.0106 -3.7822 2.5239
H -0.2916 -3.6506 0.8313
H -3.9456 -4.3993 0.5790
H -2.7893 -5.5608 0.1399
H -2.4247 -3.9012 -0.2925
H -1.5386 -1.3618 2.2308
C -1.4258 -0.9152 -5.3048
C -1.7462 -2.1602 -4.4460
C -0.6695 -3.2052 -4.8143
C -1.3448 -1.8892 -2.9713
C -2.4456 -1.1114 -2.2188
C -3.8605 -1.7367 -2.4857
C -4.2588 -1.9220 -4.0401
C -5.6252 -2.8025 -4.0587
C -4.6111 -0.5111 -4.7641
N -3.1532 -2.6946 -4.5175
O -3.5371 -2.9810 -5.8224
H -2.1560 -0.7070 -6.0869
H -1.3759 0.0386 -4.7797
H -0.6031 -1.1842 -5.9672
H 0.3698 -2.8846 -4.7425
H -0.7561 -4.0502 -4.1312
H -0.8962 -3.7072 -5.7548
H -1.0616 -2.7028 -2.3035
H -0.3875 -1.3841 -3.0998
H -2.1077 -1.0245 -1.1861
H -2.4622 -0.1588 -2.7482
H -4.6830 -1.1941 -2.0196
H -3.8404 -2.6179 -1.8445
H -6.4966 -2.5179 -3.4690
H -5.4523 -3.7353 -3.5221
H -6.0643 -2.7970 -5.0563
H -4.1335 0.3757 -4.3474
H -5.6913 -0.3660 -4.7467
H -4.4882 -0.4989 -5.8470
H -3.8188 -3.8986 -5.8026
C 7.2149 2.3051 -0.7094
C 5.9314 1.5028 -0.4758
C 5.4884 0.6745 -1.7209
C 6.2068 0.5283 0.7782
C 5.9733 1.0562 2.1552
C 4.6868 1.8679 2.3127
C 4.6519 3.1038 1.2086
C 3.1953 3.6037 1.2557
C 5.6467 4.1254 1.6789
N 4.7750 2.3991 -0.1542
O 4.4465 3.2684 -1.1547
H 7.1833 2.9692 -1.5731
H 7.2279 2.9547 0.1658
H 8.0788 1.6404 -0.7190
H 4.8850 -0.2109 -1.5208
H 4.9218 1.2395 -2.4610
H 6.3760 0.2882 -2.2221
H 5.5000 -0.3014 0.7638
H 7.2537 0.2269 0.7444
H 5.7649 0.2086 2.8081
H 6.8733 1.3904 2.6715
H 4.7354 2.3272 3.3000
H 3.8041 1.2307 2.2595
H 2.4536 2.8249 1.0782
H 3.0389 4.2696 0.4070
H 2.9574 4.3361 2.0272
H 6.6483 3.7609 1.9069
H 5.4418 4.5680 2.6537
H 5.6019 5.0268 1.0676
H 5.3094 3.5811 -1.4364
O -4.3884 3.3507 3.7889
C -3.2293 3.0612 3.9289
O -2.5037 3.4804 5.0239
C -1.3640 2.6984 5.1895
C -1.1171 2.3648 3.7731
F -0.7593 1.0171 3.8607
O -2.4304 2.2732 3.2585
H -0.5468 3.3641 5.4672
H -1.5604 2.0949 6.0757
H -0.4719 2.8024 3.0113
O -3.5050 7.6667 -2.0659
C -2.9321 6.5799 -1.9470
O -1.7922 6.3772 -1.1800
C -1.5115 4.9445 -1.0979
C -2.1957 4.5404 -2.3972
F -2.7467 3.2811 -2.3546
O -3.2719 5.4651 -2.4628
H -0.4534 4.6836 -1.0824
H -2.0335 4.4979 -0.2516
H -1.5799 4.5103 -3.2961
O -0.5504 2.1120 0.6121
C 0.2932 1.1986 0.3639
O 1.0229 0.4452 1.1333
C 2.0679 -0.2170 0.4471
C 1.2617 -0.5088 -0.8150
F 0.4493 -1.5357 -0.4964
O 0.5864 0.7397 -0.9083
H 2.9794 0.3248 0.1945
H 2.3168 -1.1104 1.0199
H 1.9377 -0.7865 -1.6238
O 3.9988 -4.3564 4.5346
C 3.1129 -3.5535 4.5963
O 1.9869 -3.5295 3.8319
C 1.3560 -2.2353 4.0600
C 1.7394 -1.8066 5.4282
F 0.9291 -2.5192 6.2292
O 3.0183 -2.3556 5.3657
H 1.7389 -1.6213 3.2449
H 0.2805 -2.4116 4.0783
H 1.8682 -0.8174 5.8676
O 2.0407 -1.1640 -8.1331
C 2.6171 -0.4247 -7.3326
O 2.8923 0.8637 -7.2995
C 3.5350 1.1679 -6.0984
C 3.4139 -0.0872 -5.3032
F 2.5019 0.2810 -4.3620
O 2.9375 -0.9831 -6.2258
H 4.5155 1.6156 -6.2607
H 2.9925 2.0100 -5.6687
H 4.4084 -0.2790 -4.9003
O 1.7822 -5.0747 -2.3402
C 2.7791 -4.6689 -1.7575
O 3.6777 -3.7773 -2.2856
C 4.8425 -3.7884 -1.4624
C 4.2197 -4.2670 -0.0908
F 3.8561 -3.2485 0.5979
O 3.0642 -4.9646 -0.4785
H 5.6352 -4.3995 -1.8940
H 5.3460 -2.8369 -1.2912
H 4.8408 -4.8893 0.5533
O -6.2015 0.7348 -1.8885
C -5.6093 1.3199 -0.9734
O -4.5670 0.8055 -0.2406
C -4.0438 1.8603 0.6431
C -5.1468 2.9072 0.5655
F -4.7885 4.2143 0.6185
O -5.7375 2.5865 -0.6348
H -4.2173 1.3447 1.5876
H -3.0478 2.2911 0.5401
H -5.9020 2.7219 1.3293
O -0.3895 6.4936 5.1966
C -0.0040 6.2372 4.0749
O 0.7696 7.1256 3.4843
C 0.8716 6.6602 2.1605
C -0.1039 5.5540 2.0178
F 0.4036 4.6244 1.2219
O -0.3094 5.1077 3.3230
H 0.4786 7.4555 1.5272
H 1.9444 6.5609 1.9950
H -1.0348 5.8179 1.5158

## Properties
Frontier orbital gap, eV: 7.6
Structure (SMILES): CC1(C)CCCC(C)(C)N1O.CC1(C)CCCC(C)(C)N1O.CC1(C)CCCC(C)(C)N1O.O=C1OC[C@@H](F)O1.O=C1OC[C@@H](F)O1.O=C1OC[C@@H](F)O1.O=C1OC[C@@H](F)O1.O=C1OC[C@@H](F)O1.O=C1OC[C@@H](F)O1.O=C1OC[C@@H](F)O1.O=C1OC[C@@H](F)O1
Highest occupied orbital energy, eV: -7.95
Multiplicity: 1
Total charge: 0

Atomic partial charges in e from the Mulliken method, atoms 1 to 99: -1.859, 1.897, -1.999, -1.510, -0.789, -1.143, 1.579, -1.525, -1.266, -0.210, 1.872, 0.348, 0.317, 0.475, 0.583, 0.324, 0.128, 0.348, 0.562, 0.454, 0.301, 0.345, 0.368, 0.675, 0.110, -0.267, 0.374, 0.436, -0.126, -0.328, -1.689, 2.414, -2.151, -1.617, 0.774, -1.228, 1.574, -1.994, -1.560, 0.347, -0.533, 0.429, 0.230, 0.363, 0.295, 0.506, 0.488, 0.339, -0.062, 0.014, -0.113, 0.273, 0.164, 0.356, 0.454, 0.479, 0.116, 0.465, 0.481, 0.358, -1.253, 1.121, -2.022, -0.534, -1.029, -0.483, 1.959, -2.624, -2.106, 0.825, -0.597, 0.392, 0.405, 0.404, -0.013, 0.440, 0.611, -0.227, 0.582, 0.538, 0.299, 0.626, -0.226, 0.002, 0.673, 0.507, 0.392, 0.411, 0.464, 0.416, -0.564, 0.492, -0.456, -0.532, 1.009, -0.294, 0.213, 0.298, 0.332

=====

Below is a 10-piece molecular cluster, C30H40O30 overall, with properties calculated with ωB97M-V with the def2-TZVPD basis set.

Geometry (Å):
O 1.0295 -3.6662 -1.0967
C 1.6099 -4.6456 -1.6973
O 2.8829 -5.0082 -1.6589
C 3.1938 -6.1584 -2.4357
C 1.7964 -6.4034 -3.2302
O 0.9147 -5.4271 -2.5875
H 4.0126 -5.8680 -3.0940
H 3.4542 -6.9885 -1.7789
H 1.3953 -7.4059 -3.0814
H 2.0035 -6.2335 -4.2868
O -0.7490 -0.8792 -3.3761
C -1.4918 -0.5146 -4.2627
O -2.6944 -0.9350 -4.3987
C -3.2812 -0.4634 -5.6407
C -2.2295 0.4812 -6.0630
O -1.1802 0.3218 -5.1486
H -3.5742 -1.3460 -6.2093
H -4.1614 0.1786 -5.6061
H -2.5839 1.5083 -6.1500
H -1.8149 0.3076 -7.0560
O 1.0278 1.2166 -3.2443
C 2.0168 1.6034 -2.5561
O 2.2856 2.8285 -2.4136
C 3.4359 3.0780 -1.5179
C 3.6105 1.7105 -0.8177
O 2.7223 0.8727 -1.6020
H 4.3506 3.1637 -2.1044
H 3.4238 3.8083 -0.7089
H 3.1967 1.7163 0.1906
H 4.6416 1.3872 -0.6749
O -0.1659 0.8531 3.3650
C 0.0362 0.1645 2.3421
O -0.9749 -0.2110 1.4922
C -0.3902 -0.7709 0.3389
C 0.9780 -1.2348 0.8122
O 1.1710 -0.1603 1.7529
H -0.9798 -1.6110 -0.0282
H -0.2780 -0.1202 -0.5283
H 1.6251 -1.1744 -0.0629
H 0.9351 -2.1390 1.4194
O -1.2311 6.3944 -1.7354
C -1.5299 5.2241 -1.9529
O -0.7405 4.2256 -2.3237
C -1.4550 3.0218 -2.5665
C -2.9318 3.4713 -2.5736
O -2.8241 4.8386 -2.0781
H -1.1021 2.7939 -3.5722
H -1.2193 2.1978 -1.8930
H -3.3580 3.0877 -1.6466
H -3.5708 3.3324 -3.4457
O 2.8612 3.5442 9.0757
C 1.8905 2.9645 8.5108
O 1.2859 1.9050 8.9830
C 0.3816 1.3367 7.9552
C 0.2839 2.4166 6.8980
O 1.3681 3.2281 7.2947
H 0.6708 0.3069 7.7456
H -0.6364 1.1568 8.3006
H -0.6288 2.9910 7.0564
H 0.3385 1.9798 5.9009
O -4.3111 4.5849 0.3486
C -3.6777 4.5956 1.3502
O -2.3650 4.3636 1.4610
C -1.8503 4.3605 2.8277
C -3.1896 4.8599 3.5701
O -4.1729 5.1553 2.4750
H -1.8295 3.3237 3.1635
H -0.8720 4.8167 2.9792
H -3.0598 5.8422 4.0242
H -3.6371 4.1987 4.3123
O -6.7729 1.5267 -1.0478
C -6.2587 1.1159 -0.0024
O -6.7830 0.4182 0.9413
C -5.8696 0.0842 1.8886
C -4.5715 0.5755 1.4391
O -4.9810 1.3769 0.4003
H -6.0257 0.4709 2.8957
H -5.9915 -0.9913 2.0170
H -3.8276 -0.0215 0.9115
H -4.1944 1.1999 2.2491
O 4.5254 -4.3326 -5.3461
C 3.5513 -3.6194 -4.9021
O 2.3612 -3.5719 -5.3196
C 1.6778 -2.6283 -4.5808
C 2.7231 -1.9277 -3.6501
O 3.8298 -2.8628 -3.7968
H 1.2332 -2.0082 -5.3592
H 0.8724 -3.0881 -4.0080
H 2.4672 -2.0598 -2.5989
H 3.0614 -0.9607 -4.0222
O 1.3293 -5.0272 3.5757
C 2.4797 -4.5413 3.5008
O 3.2980 -4.6585 4.5106
C 4.5664 -4.0950 4.0877
C 4.3586 -3.5748 2.6960
O 3.0037 -3.8437 2.5408
H 4.8517 -3.4305 4.9032
H 5.2663 -4.9176 4.2352
H 4.8962 -4.3653 2.1723
H 4.8346 -2.5965 2.6293

## Properties
Frontier orbital gap, eV: 10.1
Structure (SMILES): O=C1OCCO1.O=C1OCCO1.O=C1OCCO1.O=C1OCCO1.O=C1OCCO1.O=C1OCCO1.O=C1OCCO1.O=C1OCCO1.O=C1OCCO1.O=C1OCCO1
Highest occupied orbital energy, eV: -10.12
ΔE to the lowest compared entry with this formula, charge and spin, kJ/mol: 714.7
Multiplicity: 1
Total charge: 0

Atomic partial charges in e from the Mulliken method, atoms 1 to 99: -0.489, 0.623, -0.281, -0.406, -0.275, -0.344, 0.288, 0.322, 0.352, 0.218, -0.515, 0.858, -0.384, -0.269, -0.398, -0.332, 0.305, 0.244, 0.290, 0.253, -0.356, 0.423, -0.304, -0.433, -0.280, -0.159, 0.291, 0.336, 0.173, 0.349, -0.688, 0.588, -0.257, 0.404, -0.027, -0.315, 0.486, -0.436, -0.113, 0.315, -0.638, 0.668, -0.319, 0.352, 0.239, -0.352, 0.014, -0.161, -0.075, 0.286, -0.599, 0.721, -0.333, -0.324, 0.022, -0.330, 0.267, 0.265, 0.180, 0.152, -0.458, 0.605, -0.187, -0.062, -0.454, -0.411, 0.074, 0.323, 0.269, 0.284, -0.593, 0.684, -0.357, -0.415, 0.198, -0.277, 0.291, 0.304, 0.147, -0.017, -0.677, 0.517, -0.328, -0.141, 0.718, -0.358, 0.245, 0.284, -0.456, 0.148, -0.612, 0.683, -0.354, -0.495, -0.077, -0.220, 0.255, 0.263, 0.253